(1)
66
Properties=species:S:1:pos:R:3 method="wB97M-V/def2-TZVPD" energy_ha=-11807.50590 homo_ha=-0.256 spin_multiplicity=1 e_lumo_ev=-1.98 orbital_gap_ev=4.983
W 0.5601 0.2458 0.1286
C -2.5674 2.2466 2.1467
N -1.3651 1.4425 2.4257
C -1.8597 0.2123 3.0618
C -0.5120 2.1801 3.3753
C 0.9765 1.8620 3.2284
N 1.5753 2.2148 1.9084
C 1.2622 3.6176 1.5493
C 3.0438 2.2382 2.1153
H -3.1593 2.4005 3.0589
H -3.1675 1.7252 1.4036
H -2.2930 3.2160 1.7300
H -2.5817 0.4389 3.8573
H -1.0497 -0.3630 3.5030
H -2.3754 -0.4052 2.3215
H -0.8009 1.9647 4.4159
H -0.6613 3.2502 3.2177
H 1.1557 0.7895 3.4002
H 1.5041 2.4210 4.0143
H 1.7965 3.8632 0.6275
H 0.1980 3.7827 1.3791
H 1.5977 4.3024 2.3363
H 3.3325 3.1110 2.7066
H 3.5551 2.2974 1.1543
H 3.3777 1.3490 2.6454
O -3.4820 1.4642 -1.1106
C -3.4392 1.0653 -2.4552
C -1.9670 0.9528 -2.8801
C -1.9227 0.9380 -4.4374
O -0.7212 0.4809 -4.9775
C -1.1782 2.1741 -2.4231
Se -0.7792 2.3074 -0.4592
C -1.3552 -0.3568 -2.3895
Se -1.6944 -0.8225 -0.4422
H -4.3859 1.4147 -0.7852
H -3.9439 1.8041 -3.0951
H -3.9269 0.0891 -2.5845
H -2.1727 1.9447 -4.7968
H -2.6908 0.2469 -4.7968
H -0.0370 1.1599 -4.9442
H -1.7429 3.0865 -2.6215
H -0.2102 2.2304 -2.9400
H -0.2648 -0.3548 -2.5779
H -1.7830 -1.1953 -2.9410
Se 3.0468 -0.6823 0.9848
Te 4.5098 -1.3526 -0.9201
Te 3.6288 0.4170 -2.8419
Se 1.9994 1.4730 -1.3210
O -0.5467 -2.4842 2.6165
C 0.1076 -2.0252 1.7156
O 0.3915 -0.7269 1.6275
C 0.7084 -2.9209 0.6658
C 0.8172 -4.2631 0.9974
C 1.3928 -5.1594 0.1095
C 1.8636 -4.7418 -1.1248
C 1.7217 -3.4144 -1.4925
C 1.1372 -2.4772 -0.6070
O 1.0322 -1.2043 -0.9509
N 2.1946 -3.0084 -2.8004
O 2.9342 -3.7700 -3.3821
O 1.8185 -1.9343 -3.2450
N 1.5046 -6.5551 0.4899
O 1.9507 -7.3179 -0.3343
O 1.1368 -6.8524 1.6018
H 0.4692 -4.5922 1.9659
H 2.3334 -5.4381 -1.8062

=====

(2)
19
Properties=species:S:1:pos:R:3 method="wB97M-V/def2-TZVPD" energy_ha=-667.18787 homo_ha=-0.322 spin_multiplicity=1 e_lumo_ev=-0.86 orbital_gap_ev=7.905
C -0.1293 1.1263 0.4339
N 1.0947 0.5889 -0.1766
C 1.4241 -0.8158 0.2440
N 2.7418 -1.1935 -0.1963
C -1.3655 0.9679 -0.4384
C -1.7569 -0.4622 -0.7154
S -1.8506 -1.4691 0.7523
H -0.3425 0.6670 1.4402
H 0.0544 2.1125 0.6679
H 1.8856 1.1987 0.1256
H 0.6968 -1.4894 -0.1585
H 1.3626 -0.8913 1.3819
H 2.8810 -1.0763 -1.1941
H 3.5279 -0.7286 0.2916
H -2.1695 1.3888 0.1235
H -1.2676 1.4874 -1.3998
H -2.7459 -0.5156 -1.2221
H -1.0819 -0.9832 -1.3580
H -2.9592 0.0876 1.3983

=====

(3)
13
Properties=species:S:1:pos:R:3 method="wB97M-V/def2-TZVPD" energy_ha=-667.28783 homo_ha=-0.299 spin_multiplicity=1 e_lumo_ev=-1.07 orbital_gap_ev=7.082
C -1.3135 -0.4659 0.4944
C -0.9304 0.7413 1.0482
C -0.4757 -1.0835 -0.6534
C 1.0484 0.1582 0.7015
C 0.6071 0.0035 -0.7470
O 0.6196 2.6622 -0.0774
S -0.3283 1.6500 -0.4880
H -2.2624 -0.9606 0.6555
H 0.1259 -1.9609 -0.2801
H -1.1807 -1.0705 -1.4830
H 1.5979 1.1687 0.9845
H 1.1113 -0.6151 1.4597
H 1.3808 -0.2272 -1.6148

=====

(4)
13
Properties=species:S:1:pos:R:3 method="wB97M-V/def2-TZVPD" energy_ha=-643.65181 homo_ha=-0.316 spin_multiplicity=1 smiles=NP(N)OCO e_lumo_ev=1.00 orbital_gap_ev=9.586
C 0.4158 -1.5619 1.1675
N -0.1382 2.0203 0.0632
N -0.4410 0.7104 -1.8563
O -0.8390 -1.9657 1.3375
O 0.4799 -0.2857 0.6074
P -0.8305 0.5256 -0.2481
H 0.8916 -2.3186 0.6004
H -1.3683 -1.4694 1.9123
H 1.0485 -1.4711 2.0277
H 0.4183 1.9886 0.9208
H -0.6162 2.9006 0.2392
H 0.5140 1.1701 -2.0373
H -0.7743 0.0404 -2.5090